Entry 1:
The following is a quantum chemistry calculation of one molecule with the formula C21H22ClFN6O3 at a distorted geometry, from the Open Molecules 2025 dataset.

```
! wB97M-V def2-TZVPD RIJCOSX def2/J DEFGRID3
* xyz 0 1
C 3.963 3.262 5.521
C 3.902 2.293 4.397
C 4.712 1.241 4.064
C 4.171 0.675 2.892
C 3.063 1.426 2.590
C 2.143 1.290 1.505
N 2.269 0.343 0.545
N 1.286 0.509 -0.262
N 0.582 1.521 0.182
C -0.627 1.961 -0.443
C -1.640 0.816 -0.314
O -1.674 0.142 0.698
N -2.423 0.544 -1.383
C -3.208 -0.686 -1.338
C -2.328 -1.900 -1.705
O -2.328 -2.365 -2.829
N -1.591 -2.346 -0.686
C -0.597 -3.395 -0.808
C -0.808 -4.459 0.288
C 0.359 -4.304 1.275
C 0.958 -2.934 0.964
C 0.806 -2.831 -0.549
C -2.497 1.317 -2.561
C -2.403 0.699 -3.806
C -2.505 1.456 -4.957
C -2.702 2.823 -4.870
F -2.792 3.547 -5.996
C -2.818 3.450 -3.633
Cl -3.089 5.149 -3.531
C -2.724 2.689 -2.480
N 1.071 2.046 1.282
O 2.902 2.408 3.505
H 4.062 4.278 5.140
H 4.813 3.035 6.157
H 3.049 3.215 6.111
H 5.583 0.914 4.594
H 4.532 -0.164 2.336
H -0.430 2.206 -1.488
H -0.966 2.843 0.105
H -4.025 -0.606 -2.054
H -3.605 -0.802 -0.327
H -1.592 -1.828 0.184
H -0.706 -3.800 -1.816
H -1.765 -4.287 0.781
H -0.834 -5.460 -0.141
H 1.107 -5.077 1.092
H 0.033 -4.390 2.310
H 0.383 -2.145 1.452
H 1.993 -2.842 1.285
H 1.547 -3.462 -1.040
H 0.919 -1.812 -0.914
H -2.253 -0.368 -3.873
H -2.430 0.999 -5.930
H -2.848 3.168 -1.522
*
```

## Properties
Energy above the lowest of the compared OMol25 structures with the same formula, charge and spin in kJ/mol: 0.0
Molar mass in g/mol: 460.90
SMILES: Cc1ccc(-c2nnn(CC(=O)N(CC(=O)NC3CCCC3)c3ccc(F)c(Cl)c3)n2)o1
Highest occupied orbital energy in eV: -8.24

=====

Entry 2:
The following is a quantum chemistry calculation of one molecule with the formula C21H22ClN3O3, from the Open Molecules 2025 dataset.

```
! wB97M-V def2-TZVPD RIJCOSX def2/J DEFGRID3
* xyz 0 1
O 0.255 -0.315 -2.808
C 0.894 -0.345 -1.770
C 1.511 0.911 -1.169
C 0.986 2.184 -1.837
C -0.541 2.302 -1.765
N -1.021 2.065 -0.407
C -0.912 3.113 0.458
O -0.558 4.215 0.080
C -1.236 2.901 1.897
C -1.797 3.949 2.620
C -1.936 3.835 3.992
C -1.468 2.682 4.602
N -0.924 1.681 3.932
C -0.811 1.784 2.624
O -0.222 0.715 1.998
C -1.069 0.114 1.077
C -1.482 -1.183 1.339
C -2.298 -1.855 0.451
C -2.731 -1.192 -0.687
Cl -3.774 -1.997 -1.797
C -2.342 0.109 -0.950
C -1.482 0.780 -0.081
N 1.064 -1.498 -1.085
C 1.904 -1.718 0.070
C 3.095 -2.602 -0.309
C 2.598 -3.925 -0.886
C 1.667 -3.655 -2.065
C 0.531 -2.731 -1.631
H 1.305 0.952 -0.099
H 2.595 0.861 -1.300
H 1.266 2.188 -2.891
H 1.440 3.049 -1.350
H -0.977 1.568 -2.436
H -0.842 3.308 -2.062
H -2.101 4.839 2.090
H -2.378 4.628 4.574
H -1.527 2.541 5.672
H -1.135 -1.654 2.245
H -2.606 -2.871 0.641
H -2.706 0.598 -1.838
H 2.252 -0.776 0.486
H 1.303 -2.226 0.834
H 3.713 -2.777 0.573
H 3.702 -2.085 -1.055
H 3.443 -4.538 -1.204
H 2.055 -4.475 -0.113
H 1.252 -4.589 -2.447
H 2.225 -3.176 -2.872
H -0.105 -2.471 -2.477
H -0.076 -3.218 -0.860
*
```

## Properties
Energy above the lowest of the compared OMol25 structures with the same formula, charge and spin in kJ/mol: 67.1
Molar mass in g/mol: 399.88
SMILES: O=C(CCCN1C(=O)c2cccnc2Oc2ccc(Cl)cc21)N1CCCCC1
Highest occupied orbital energy in eV: -8.84

=====

These records have frontier orbital gap values of 8.712, 9.256 eV, in the order they appear.